Below is a structure of composition C15H25N6S2SeSiZr, with properties calculated with ωB97M-V/def2-TZVPD.

Properties
Charge: +3
HOMO level: -17.11 eV
Multiplicity: 1

Geometry as XYZ:
```
51
Properties=species:S:1:pos:R:3:forces:R:3
Zr 1.556 -0.062 0.052 -0.699 1.568 -0.633
N 4.427 -2.282 0.025 0.158 0.362 -0.133
C 4.723 -0.993 -0.236 -0.330 -0.506 0.151
N 3.728 -0.094 -0.261 1.369 0.647 -0.066
C 4.313 1.194 -0.381 0.243 -2.297 -0.113
C 5.638 1.257 -0.495 0.040 -0.791 0.500
S 6.305 -0.348 -0.524 -0.440 -0.269 0.331
C 3.386 2.218 -0.358 -1.485 2.202 0.692
C 3.584 3.449 -0.840 0.043 0.329 -0.298
S 2.273 4.420 -0.413 -0.553 2.355 -0.030
C 1.515 3.225 0.485 0.564 -1.195 -0.431
N 2.156 2.042 0.344 0.685 -0.219 -0.063
N 0.442 3.368 1.277 0.020 -0.370 -0.020
H 3.588 -2.433 0.589 0.636 -0.131 -0.210
H 5.186 -2.939 0.120 -0.039 -0.189 0.110
H 6.241 2.100 -0.240 0.437 0.429 -0.574
H 4.429 3.896 -1.359 -0.267 -0.371 -0.030
H -0.115 4.208 1.168 0.176 -0.123 0.542
H 0.554 2.918 2.190 -0.589 0.475 -0.397
N -0.544 0.610 -0.382 1.246 -0.635 0.063
C -1.667 0.848 -0.127 0.151 -0.118 0.705
N -2.833 1.176 0.213 -1.841 0.247 -0.893
C -3.545 2.168 -0.733 -0.654 -2.442 -0.414
C -4.648 1.365 -1.485 -1.005 1.042 0.638
C -5.622 0.708 -0.429 1.207 -0.902 -0.277
C -5.212 0.976 1.030 0.346 -2.613 -0.582
C -3.775 0.461 1.217 0.234 0.372 -0.392
H -2.790 2.428 -1.432 0.534 0.976 -0.490
H -3.967 2.954 -0.137 0.173 0.501 0.159
H -4.219 0.549 -2.073 0.168 0.407 -0.086
H -5.163 2.084 -2.185 0.467 -0.773 0.707
H -5.511 -0.383 -0.619 -0.188 0.518 0.399
H -6.680 0.864 -0.490 -0.462 0.661 -0.648
H -5.821 0.246 1.608 0.284 0.812 0.053
H -5.406 1.961 1.366 -0.016 0.968 0.392
H -3.799 -0.645 1.108 0.469 0.762 -0.299
H -3.282 0.751 2.116 -0.233 -0.159 1.151
C -0.970 -3.209 0.287 -0.150 0.757 -0.962
Si 0.833 -2.836 0.407 -0.326 -2.195 0.356
C 1.461 -1.985 -1.236 0.240 -0.820 -0.427
C 1.707 -4.464 0.719 -0.730 0.257 1.128
Se 1.364 -1.363 2.043 0.006 0.042 1.539
H -1.180 -3.867 -0.559 0.250 -0.633 0.299
H -1.494 -2.338 -0.069 -0.321 0.834 0.119
H -1.478 -3.521 1.192 0.244 -0.320 0.167
H 1.464 -2.928 -1.769 -0.733 -0.590 -0.412
H 2.514 -1.850 -1.534 0.071 0.689 0.539
H 0.781 -1.347 -1.808 -0.239 0.052 -0.364
H 1.195 -5.227 0.133 0.429 -0.050 -0.394
H 1.593 -4.825 1.758 -0.774 0.535 -0.093
H 2.765 -4.505 0.727 1.186 -0.088 -1.013
```
Positions in Å, forces in eV/Å.

***

Below is an isolated molecule of C15H25NO2, with properties calculated with ωB97M-V/def2-TZVPD.

Properties
HOMO level: -8.92 eV
SMILES string: Cc1cccc(C)c1OCCCCCNCCO
Multiplicity: 1
ΔE to the lowest compared entry with this formula, charge and spin: 120.1 kJ/mol

Geometry as XYZ:
```
43
Properties=species:S:1:pos:R:3:forces:R:3
C -1.989 -0.739 -2.336 0.017 -0.033 0.061
C -2.495 0.081 -1.186 0.177 -0.078 0.053
C -3.619 0.882 -1.340 0.026 -0.013 0.070
C -4.092 1.649 -0.292 -0.087 0.054 -0.012
C -3.436 1.633 0.925 0.018 -0.051 -0.053
C -2.311 0.843 1.115 0.178 -0.116 -0.025
C -1.600 0.829 2.434 0.023 -0.059 -0.035
C -1.852 0.060 0.053 -0.190 0.089 -0.020
O -0.714 -0.713 0.232 -0.151 0.437 -0.093
C -0.978 -2.051 0.623 0.000 -0.476 0.360
C 0.306 -2.719 1.110 -0.168 0.102 -0.366
C 1.300 -3.049 -0.005 -0.039 0.183 0.041
C 1.944 -1.823 -0.651 0.140 0.016 0.153
C 2.949 -1.122 0.271 -0.093 -0.212 -0.168
N 3.563 0.067 -0.286 0.200 0.078 -0.154
C 2.667 1.195 -0.493 0.149 0.333 -0.166
C 3.526 2.448 -0.679 -0.238 -0.194 -0.134
O 4.395 2.627 0.408 0.204 0.069 0.325
H -2.560 -1.665 -2.422 0.031 -0.073 -0.059
H -0.941 -0.991 -2.193 0.056 -0.054 -0.063
H -2.098 -0.191 -3.269 0.003 -0.009 -0.069
H -4.122 0.903 -2.296 -0.037 0.007 -0.109
H -4.968 2.266 -0.426 -0.068 0.059 -0.014
H -3.795 2.242 1.742 -0.020 0.072 0.089
H -1.609 1.820 2.883 0.005 0.038 0.067
H -2.092 0.142 3.124 0.038 -0.031 0.091
H -0.570 0.506 2.303 0.053 0.008 0.096
H -1.719 -2.054 1.436 0.041 0.039 -0.124
H -1.401 -2.615 -0.221 -0.003 0.061 0.052
H 0.020 -3.648 1.609 -0.022 0.034 0.074
H 0.775 -2.071 1.850 -0.047 -0.006 0.155
H 2.085 -3.688 0.407 0.012 -0.093 -0.057
H 0.778 -3.623 -0.776 0.023 -0.100 0.018
H 2.464 -2.133 -1.563 0.018 0.048 -0.026
H 1.164 -1.114 -0.924 0.057 -0.004 -0.139
H 3.757 -1.816 0.527 -0.118 -0.034 0.099
H 2.455 -0.820 1.198 0.051 -0.065 0.059
H 4.032 -0.162 -1.158 -0.033 0.021 0.088
H 2.058 1.305 0.407 -0.032 0.016 -0.021
H 1.991 1.083 -1.354 -0.008 -0.009 0.088
H 2.899 3.340 -0.743 0.010 -0.073 -0.085
H 4.103 2.359 -1.614 -0.131 0.030 0.009
H 4.704 1.741 0.649 -0.046 -0.012 -0.055
```
Positions in Å, forces in eV/Å.

***

Below is a structure of composition C15H26CaGeO2, with properties calculated with ωB97M-V/def2-TZVPD.

Properties
Charge: +2
HOMO level: -16.77 eV
Multiplicity: 1
ΔE to the lowest compared entry with this formula, charge and spin: 0.0 kJ/mol

Geometry as XYZ:
```
45
Properties=species:S:1:pos:R:3:forces:R:3
Ca -1.997 -1.490 1.149 -0.888 0.067 0.237
C -3.729 -1.926 3.070 -0.220 -0.162 0.232
C -4.599 -2.134 1.997 0.119 -0.091 -0.059
C -4.993 -1.059 1.202 0.113 0.059 0.041
C -4.538 0.229 1.492 0.005 -0.127 -0.013
C -3.700 0.446 2.586 0.176 -0.173 -0.051
C -3.286 -0.637 3.368 0.077 0.185 0.187
H -3.414 -2.762 3.686 -0.102 0.014 0.061
H -4.953 -3.134 1.775 -0.060 0.022 0.024
H -5.655 -1.223 0.362 -0.009 0.001 0.001
H -4.857 1.065 0.884 -0.010 -0.003 -0.008
H -3.378 1.450 2.831 0.008 -0.005 0.017
H -2.638 -0.477 4.223 -0.061 0.033 0.024
O -2.786 -1.725 -0.978 0.126 -0.081 -0.204
C -2.078 -0.850 -1.455 0.027 0.196 -0.330
O -1.372 -0.064 -0.658 0.461 -0.175 0.216
H -2.012 -0.654 -2.530 -0.052 -0.033 0.030
C 5.093 -1.314 -0.750 -0.016 0.019 0.025
C 3.677 -0.782 -0.926 0.023 -0.009 -0.026
C 2.705 -1.847 -1.421 0.049 0.000 0.257
C 1.311 -1.298 -1.730 -0.261 0.076 0.138
Ge 0.547 -0.268 -0.224 0.325 0.287 -0.420
C 0.865 1.441 0.711 -0.044 -0.256 0.096
C 0.292 2.652 -0.020 -0.117 -0.048 -0.224
C 0.838 2.817 -1.436 -0.092 0.102 -0.053
C 2.326 3.135 -1.488 0.009 -0.021 0.027
H 5.757 -0.545 -0.360 -0.002 -0.005 -0.004
H 5.498 -1.652 -1.704 -0.008 -0.003 -0.010
H 5.112 -2.158 -0.060 0.005 -0.003 0.007
H 3.678 0.060 -1.624 0.006 0.022 -0.031
H 3.323 -0.380 0.038 -0.013 -0.023 0.013
H 2.631 -2.650 -0.681 0.026 0.013 -0.004
H 3.093 -2.311 -2.329 -0.019 0.022 -0.034
H 0.616 -2.124 -1.920 -0.052 0.091 0.046
H 1.326 -0.682 -2.630 -0.038 0.208 0.131
H 0.165 -1.357 0.908 0.378 0.094 -0.140
H 1.940 1.544 0.871 0.023 -0.139 -0.134
H 0.430 1.339 1.711 -0.015 -0.088 -0.092
H 0.525 3.541 0.571 0.041 -0.011 0.006
H -0.799 2.583 -0.047 0.027 -0.011 -0.019
H 0.281 3.615 -1.931 0.008 -0.007 0.017
H 0.620 1.912 -2.028 0.018 -0.003 0.031
H 2.545 4.033 -0.909 -0.003 0.009 -0.011
H 2.653 3.314 -2.511 0.001 -0.010 -0.008
H 2.939 2.327 -1.085 0.034 -0.034 0.009
```
Positions in Å, forces in eV/Å.

***

For each record above, in turn, the calculated M values are 551.8; 251.4; 351.1 g/mol.
For each record above, in turn, the calculated gap between HOMO and LUMO values are 7.01; 9.72; 9.98 eV.
For each record above, in turn, the calculated max |F| values are 2.745; 0.597; 0.921 eV/Å.